{
  "formula": "C22H21NO6S",
  "method": "ωB97M-V/def2-TZVPD",
  "gap_ev": 7.71,
  "de_lowest_ev": 0.000,
  "fmax_ha_per_bohr": 0.0237,
  "symbols": ["C", "H", "H", "H", "O", "C", "O", "C", "C", "N", "C", "C", "C", "O", "C", "C", "C", "H", "H", "H", "H", "H", "H", "C", "C", "C", "C", "C", "C", "C", "S", "C", "C", "H", "H", "C", "O", "O", "C", "H", "H", "H", "O", "H", "H", "H", "H", "C", "H", "H", "H"],
  "coordinates": [[3.4960, -3.2240, -3.0591], [4.2575, -3.7844, -2.5126], [3.8699, -2.2137, -3.2376], [3.2589, -3.7167, -3.9990], [2.2864, -3.1809, -2.3186], [2.3780, -2.5881, -1.1053], [3.4226, -2.1390, -0.6925], [1.1266, -2.5532, -0.3492], [-0.0769, -2.9991, -0.7758], [-1.1492, -2.9728, 0.0910], [-0.9980, -2.8057, 1.4439], [0.1731, -2.3565, 1.9435], [0.4363, -2.2757, 3.3730], [1.5002, -1.9053, 3.8272], [-0.7022, -2.7261, 4.2742], [-2.0642, -2.4621, 3.6475], [-2.1600, -3.1854, 2.3079], [-3.0966, -2.9364, 1.8018], [-2.1477, -4.2687, 2.4730], [-2.8593, -2.7998, 4.3144], [-2.1866, -1.3888, 3.4878], [-0.6019, -2.2204, 5.2352], [-0.5736, -3.7988, 4.4491], [1.2388, -1.8562, 0.9914], [1.0432, -0.3803, 0.8085], [1.5554, 0.6937, 1.4828], [0.9592, 1.8380, 0.9206], [0.1128, 1.3920, -0.0693], [-0.7532, 2.0301, -1.0197], [-1.0560, 3.3773, -1.1622], [-2.1545, 3.6505, -2.4823], [-2.2061, 1.9745, -2.8333], [-1.4320, 1.2449, -1.9953], [-1.3205, 0.1771, -2.0481], [-2.8086, 1.6218, -3.6472], [-0.6465, 4.5593, -0.4269], [0.0846, 4.6145, 0.5334], [-1.2169, 5.6594, -0.9682], [-0.9025, 6.8910, -0.3430], [0.1717, 7.0812, -0.3970], [-1.4540, 7.6548, -0.8851], [-1.2022, 6.8715, 0.7072], [0.1678, 0.0295, -0.1260], [1.1214, 2.8576, 1.1977], [2.2665, 0.6550, 2.2813], [2.2291, -2.0127, 1.4284], [-2.0395, -3.3067, -0.2483], [-0.3759, -3.5672, -2.1249], [0.1496, -4.5100, -2.2633], [-1.4444, -3.7384, -2.2453], [-0.0344, -2.8926, -2.9056]],
  "forces_ev_per_angstrom": [[0.39, 0.08, -0.06], [-0.05, 0.04, -0.08], [-0.01, -0.10, -0.02], [0.00, 0.02, 0.04], [-0.29, 0.00, 0.17], [0.26, -0.06, -0.23], [-0.14, -0.04, -0.05], [-0.27, -0.12, 0.36], [0.60, 0.03, -0.08], [-0.31, -0.07, -0.10], [0.21, 0.05, 0.47], [0.16, -0.02, -0.72], [-0.38, -0.22, 0.41], [0.03, 0.04, -0.09], [0.03, 0.19, 0.14], [0.01, -0.20, -0.01], [-0.04, 0.14, 0.13], [0.00, -0.04, -0.05], [-0.05, 0.00, -0.06], [0.00, 0.05, -0.02], [-0.06, 0.02, 0.01], [0.08, -0.04, -0.03], [0.01, -0.04, 0.03], [-0.29, 0.12, -0.14], [0.80, 0.29, 0.72], [-0.18, -0.68, -0.31], [-0.50, -0.10, -0.53], [0.60, 0.65, 0.84], [-0.19, 0.40, -0.16], [-0.35, -0.39, -0.51], [0.12, -0.63, 0.04], [0.00, 0.57, 0.11], [-0.04, -0.03, -0.06], [0.00, -0.16, -0.03], [-0.11, -0.13, -0.16], [0.21, 0.25, 0.34], [-0.07, 0.04, -0.11], [-0.07, -0.20, -0.13], [0.20, 0.25, 0.30], [-0.10, 0.02, 0.01], [0.03, -0.04, 0.02], [0.02, 0.05, -0.10], [-0.16, -0.08, -0.20], [-0.03, 0.17, -0.03], [0.17, -0.09, 0.18], [-0.19, 0.05, -0.09], [0.18, 0.04, 0.06], [-0.07, -0.01, -0.13], [-0.04, -0.03, -0.04], [-0.07, -0.01, 0.00], [-0.05, -0.04, -0.04]]
}